{
  "formula": "C40H39N2O",
  "method": "ωB97M-V with the def2-TZVPD basis set",
  "elements": ["C", "C", "C", "C", "C", "C", "N", "C", "N", "C", "C", "C", "C", "C", "C", "C", "C", "C", "C", "C", "C", "C", "C", "H", "H", "H", "H", "H", "H", "H", "H", "H", "H", "H", "H", "H", "H", "H", "H", "H", "H", "H", "H", "H", "H", "H", "H", "C", "C", "C", "C", "O", "C", "C", "C", "C", "C", "C", "C", "C", "C", "C", "C", "C", "C", "C", "C", "H", "H", "H", "H", "H", "H", "H", "H", "H", "H", "H", "H", "H", "H", "H"],
  "coordinates": [[6.0817, 1.7691, -2.0547], [4.6325, 2.0120, -1.7251], [3.6380, 1.2573, -2.3472], [2.2783, 1.4858, -2.0916], [1.3106, 0.9195, -3.0813], [1.9129, 2.4150, -1.1008], [0.5652, 2.8531, -1.0119], [-0.6069, 2.1215, -1.0096], [-1.6038, 2.9959, -1.3847], [-2.9655, 2.7274, -1.6445], [-3.5053, 1.6392, -0.9347], [-2.5734, 0.9277, -0.1786], [-4.8800, 1.3194, -0.9945], [-5.7301, 2.1153, -1.7403], [-7.1924, 1.7813, -1.7131], [-5.1830, 3.1892, -2.4549], [-3.8062, 3.4999, -2.4467], [-3.3406, 4.6305, -3.3045], [-1.0897, 4.2884, -1.3157], [0.2234, 4.2039, -1.1583], [2.9054, 3.2139, -0.4926], [2.6317, 4.3556, 0.4309], [4.2408, 3.0246, -0.8444], [6.7283, 2.2928, -1.3451], [6.3171, 0.6985, -2.0028], [6.3378, 2.1167, -3.0669], [3.9144, 0.5276, -3.1146], [0.3839, 0.5071, -2.6719], [1.0509, 1.6750, -3.8444], [1.8054, 0.0905, -3.6081], [-2.2049, 0.0011, -0.6208], [-0.6097, 1.0630, -1.2404], [-2.2844, 1.3425, 0.7874], [-5.2446, 0.4425, -0.4524], [-7.7535, 2.3266, -2.4679], [-7.3408, 0.7078, -1.8694], [-7.6213, 2.0140, -0.7324], [-5.8502, 3.8192, -3.0425], [-3.9758, 4.6866, -4.2018], [-3.4492, 5.5947, -2.7815], [-2.3014, 4.5153, -3.6293], [-1.6946, 5.1778, -1.3794], [0.9403, 4.9991, -1.2286], [3.5111, 4.5454, 1.0631], [2.5026, 5.2941, -0.1297], [1.7722, 4.2080, 1.0909], [5.0079, 3.6955, -0.4462], [3.9688, -7.3841, 4.5409], [3.0122, -7.3311, 3.5203], [2.8506, -6.1747, 2.7418], [3.6864, -5.0817, 2.9984], [3.7136, -3.9396, 2.2007], [2.5842, -3.1908, 1.8748], [2.4106, -1.9544, 2.5211], [1.3723, -1.1237, 2.1464], [0.4904, -1.4954, 1.1019], [-0.7257, -0.7282, 0.9538], [-1.9858, -1.3693, 1.2616], [-3.1599, -0.6783, 1.7298], [-4.4235, -1.2371, 1.6244], [-4.5776, -2.5753, 1.2402], [-3.4433, -3.3338, 0.9334], [-2.1801, -2.7588, 0.9731], [0.8155, -2.6505, 0.3441], [1.7925, -3.5353, 0.7701], [4.6577, -5.1289, 4.0049], [4.7786, -6.2700, 4.7937], [4.0946, -8.2942, 5.1365], [2.3910, -8.2040, 3.3177], [2.1293, -6.1362, 1.9295], [3.1017, -1.6644, 3.3078], [1.1830, -0.1978, 2.6924], [-0.6111, 0.3535, 0.9575], [-3.0798, 0.3033, 2.1963], [-5.3014, -0.6232, 1.8318], [-5.5776, -2.9919, 1.1198], [-3.5512, -4.3811, 0.6325], [-1.3332, -3.4023, 0.7082], [0.2368, -2.8688, -0.5598], [1.9659, -4.4803, 0.2547], [5.3091, -4.2670, 4.1382], [5.5203, -6.2918, 5.5953]],
  "atomic_forces_ev_per_a": [[0.17, 0.03, 0.03], [-0.16, 0.03, -0.09], [-0.33, 0.20, 0.33], [0.41, 0.28, -0.04], [-0.22, -0.70, -0.51], [1.46, 0.16, -0.49], [-2.08, 0.49, 0.42], [1.02, 1.55, -2.78], [1.22, 0.62, 0.81], [-1.73, -0.67, 0.49], [-1.61, 1.30, -1.25], [-0.28, -2.79, 2.10], [1.39, 0.12, -0.03], [0.10, 0.26, -0.03], [-0.19, 0.01, -0.07], [0.33, -0.24, 0.25], [-0.52, -0.10, -0.02], [-0.11, 0.50, -0.45], [-0.99, -0.27, -0.48], [0.98, -0.62, 0.02], [0.23, -0.23, -0.24], [0.23, 0.63, 0.60], [0.09, -0.55, -0.22], [-0.05, -0.09, -0.14], [-0.07, 0.25, -0.02], [-0.15, -0.09, 0.27], [-0.11, 0.22, 0.31], [0.29, 0.07, -0.16], [0.01, -0.21, 0.33], [-0.24, 0.28, 0.07], [-0.20, 0.25, 0.85], [0.09, 0.70, 0.46], [0.47, -0.33, -0.61], [0.17, 0.35, -0.16], [-0.04, 0.01, -0.03], [0.01, 0.17, -0.06], [0.07, 0.05, -0.13], [0.20, -0.14, 0.02], [0.29, 0.02, 0.29], [0.13, -0.23, -0.19], [-0.20, 0.07, 0.04], [-0.08, -0.26, -0.15], [0.05, -0.19, 0.24], [-0.31, -0.24, -0.11], [-0.06, -0.24, 0.22], [0.05, 0.05, -0.17], [-0.32, -0.30, 0.07], [-0.06, 0.14, -0.04], [0.12, 0.24, 0.06], [0.48, 0.08, 0.38], [0.03, -0.22, 0.04], [-0.44, 0.24, -0.01], [0.35, 0.04, -0.12], [0.20, -0.61, -0.22], [-0.53, -0.15, -0.44], [1.67, -0.75, -0.40], [-1.76, -0.68, 1.23], [1.17, 0.54, -0.33], [0.79, 1.57, -1.22], [-1.10, -1.64, -0.10], [-0.47, 1.65, 0.03], [1.26, -0.07, 0.00], [-0.58, -1.03, -0.28], [-0.69, 0.38, 0.40], [0.48, 0.11, 0.39], [-0.35, -0.10, -0.13], [-0.10, -0.13, -0.21], [-0.12, 0.38, -0.26], [0.15, 0.25, 0.05], [0.09, -0.04, 0.20], [-0.12, -0.13, -0.08], [0.07, -0.25, -0.12], [-0.15, -0.36, 0.64], [0.11, -0.51, 0.08], [0.26, -0.25, 0.17], [0.27, 0.05, 0.17], [0.10, 0.41, 0.20], [-0.43, 0.48, 0.19], [0.20, 0.02, 0.39], [0.09, 0.38, 0.01], [-0.18, -0.18, 0.02], [-0.23, -0.05, -0.29]],
  "lumo_energy_ev": -4.008,
  "largest_force_ha_per_bohr": 0.0682,
  "total_energy_ha": -1731.96862,
  "orbital_gap_ha": 0.1839,
  "charge": 1
}